One molecule with the formula C2H5NO2S in a non-equilibrium geometry. Source: the OMol25 dataset; level of theory: ωB97M-V/def2-TZVPD.

```
11
Properties=species:S:1:pos:R:3:forces:R:3
O -0.44762 -1.58291 -0.57511 -0.378 0.108 0.135
C 0.00384 -0.60602 -0.08614 -0.138 1.634 -4.774
C 0.72785 -0.59190 1.18849 2.253 2.388 -0.442
S -0.36968 0.33650 2.27788 -0.084 0.269 0.639
N 0.04240 0.84377 -1.20907 1.709 -3.049 3.452
O -0.90570 0.88770 -2.22128 -0.213 -0.020 1.236
H 1.81697 -0.13875 1.10157 -2.441 -0.289 0.158
H 0.91236 -1.59843 1.42637 -0.210 -1.339 0.716
H -1.52105 0.08628 1.60831 0.378 -0.057 0.172
H 0.03131 1.63430 -0.58842 -0.802 0.601 -0.054
H -0.29067 0.72945 -2.92260 -0.074 -0.245 -1.239
```
Forces are in eV/Å.

- energy above the lowest of the compared OMol25 structures with the same formula, charge and spin (kcal/mol) = 86.19
- frontier orbital gap (eV) = 9.79
- net charge = 0
- spin multiplicity = 1

Here are the natural (NBO) charges for atoms 1 to 8, given in e: number 1, O, carries -0.51; number 2, C, carries 0.67; number 3, C, carries -0.66; number 4, S, carries 0.01; number 5, N, carries -0.43; number 6, O, carries -0.54; number 7, H, carries 0.27; number 8, H, carries 0.24